# 1
{"formula": "C35H48AuN3O2S", "method": "ωB97M-V with the def2-TZVPD basis set", "lumo_ev": [-0.98, -1.06], "spin_multiplicity": 1, "de_lowest_kcal_mol": 0.0, "gap_ev": [5.69, 5.56], "elements": ["Au", "C", "C", "C", "C", "C", "C", "C", "N", "C", "C", "C", "C", "C", "C", "O", "C", "C", "C", "C", "C", "C", "C", "C", "C", "O", "C", "C", "C", "C", "C", "C", "H", "H", "H", "H", "H", "H", "H", "H", "H", "H", "H", "H", "H", "H", "H", "H", "H", "H", "H", "H", "H", "H", "H", "H", "H", "H", "H", "H", "H", "H", "H", "H", "H", "H", "H", "H", "H", "H", "H", "H", "N", "C", "S", "N", "C", "C", "C", "C", "C", "C", "H", "H", "H", "H", "H", "H", "H", "H"], "positions_angstrom": [[-2.885, -14.026, 1.756], [-5.031, -21.129, 4.988], [-3.531, -21.175, 4.758], [-2.901, -21.302, 6.157], [-3.215, -22.396, 3.830], [-3.007, -19.891, 4.163], [-3.792, -18.833, 3.853], [-3.233, -17.592, 3.414], [-3.913, -16.475, 3.095], [-5.191, -16.152, 3.202], [-6.002, -16.359, 4.287], [-7.293, -15.839, 4.393], [-7.801, -15.028, 3.341], [-7.000, -14.726, 2.272], [-5.648, -15.142, 2.218], [-4.798, -14.807, 1.301], [-7.430, -13.726, 1.214], [-7.387, -14.479, -0.129], [-6.534, -12.453, 1.139], [-8.860, -13.189, 1.508], [-8.173, -15.994, 5.631], [-9.039, -17.261, 5.432], [-7.279, -16.114, 6.870], [-9.063, -14.726, 5.888], [-1.769, -17.441, 3.247], [-1.294, -16.336, 2.911], [-0.929, -18.647, 3.535], [-1.596, -19.785, 3.923], [0.575, -18.638, 3.515], [1.014, -18.622, 2.079], [1.175, -19.892, 4.140], [1.152, -17.363, 4.148], [-5.395, -22.084, 5.321], [-5.635, -20.883, 4.065], [-5.311, -20.359, 5.730], [-3.372, -22.061, 6.798], [-2.821, -20.345, 6.607], [-1.891, -21.640, 6.010], [-3.892, -23.156, 4.010], [-2.233, -22.840, 3.973], [-3.304, -22.115, 2.818], [-4.847, -18.877, 4.045], [-5.487, -16.639, 5.194], [-8.725, -14.495, 3.485], [-6.497, -15.062, -0.139], [-7.351, -13.814, -0.963], [-8.259, -15.111, -0.142], [-5.502, -12.637, 0.859], [-6.498, -12.004, 2.088], [-6.954, -11.746, 0.508], [-9.587, -14.008, 1.540], [-9.147, -12.430, 0.764], [-8.955, -12.571, 2.417], [-8.539, -18.212, 5.234], [-9.639, -17.022, 4.523], [-9.715, -17.381, 6.239], [-6.783, -17.090, 6.896], [-7.916, -16.055, 7.765], [-6.484, -15.369, 6.942], [-9.716, -14.411, 5.061], [-8.373, -13.827, 5.963], [-9.660, -14.868, 6.816], [-0.993, -20.695, 4.096], [0.360, -19.162, 1.371], [1.996, -19.053, 1.972], [1.056, -17.586, 1.736], [1.030, -20.765, 3.427], [0.781, -20.013, 5.171], [2.233, -19.627, 4.163], [0.658, -16.452, 3.753], [2.217, -17.288, 3.973], [0.904, -17.290, 5.254], [-2.509, -11.644, 4.412], [-1.659, -12.687, 4.136], [-1.043, -12.797, 2.478], [-1.302, -13.547, 5.092], [-1.541, -13.439, 6.510], [-1.568, -12.225, 7.156], [-1.851, -12.191, 8.517], [-2.220, -13.343, 9.156], [-2.178, -14.570, 8.504], [-1.870, -14.637, 7.149], [-2.558, -10.878, 3.702], [-3.181, -11.596, 5.176], [-0.719, -14.305, 4.724], [-1.183, -11.330, 6.624], [-1.838, -11.300, 9.147], [-2.487, -13.358, 10.217], [-2.437, -15.488, 9.022], [-1.833, -15.549, 6.556]]}

# 2
{"formula": "C35H48F6N8O4PS2SbTi", "method": "ωB97M-V with the def2-TZVPD basis set", "lumo_ev": -0.56, "spin_multiplicity": 1, "de_lowest_kcal_mol": 23.0, "gap_ev": 7.28, "elements": ["Ti", "C", "C", "C", "C", "C", "C", "N", "Sb", "C", "C", "C", "C", "C", "C", "N", "C", "C", "C", "C", "C", "C", "N", "H", "H", "H", "H", "H", "H", "H", "H", "H", "H", "H", "H", "H", "H", "H", "H", "H", "H", "F", "C", "F", "F", "S", "O", "O", "N", "S", "O", "O", "C", "F", "F", "F", "N", "P", "N", "C", "C", "C", "C", "C", "N", "C", "C", "C", "C", "C", "N", "C", "C", "C", "C", "C", "H", "H", "H", "H", "H", "H", "H", "H", "H", "H", "H", "H", "H", "H", "H", "H", "H", "H", "H", "H", "H", "H", "H", "H", "H", "H", "H", "H", "H", "H"], "positions_angstrom": [[-1.341, -0.187, -0.056], [-0.013, -2.163, 2.325], [-0.898, -1.132, 2.950], [-1.269, -1.223, 4.287], [-2.164, -0.310, 4.806], [-2.689, 0.664, 3.969], [-2.280, 0.711, 2.646], [-1.363, -0.144, 2.175], [-3.246, 2.359, 1.528], [-4.622, 1.998, -0.104], [-5.884, 2.526, 0.136], [-6.868, 2.342, -0.829], [-6.560, 1.619, -1.961], [-5.264, 1.124, -2.124], [-4.886, 0.288, -3.311], [-4.317, 1.345, -1.217], [-1.581, 2.674, 0.134], [-0.940, 3.900, 0.055], [-0.225, 4.219, -1.092], [-0.263, 3.357, -2.173], [-0.932, 2.144, -2.059], [-1.120, 1.212, -3.212], [-1.526, 1.816, -0.908], [0.127, -3.002, 3.005], [0.958, -1.754, 2.053], [-0.462, -2.557, 1.409], [-0.887, -2.039, 4.884], [-2.477, -0.371, 5.840], [-3.421, 1.371, 4.339], [-6.104, 3.058, 1.053], [-7.863, 2.742, -0.681], [-7.309, 1.418, -2.716], [-5.704, -0.375, -3.594], [-4.014, -0.317, -3.067], [-4.656, 0.916, -4.176], [-1.006, 4.600, 0.878], [0.321, 5.152, -1.155], [0.213, 3.613, -3.110], [-0.404, 1.414, -4.008], [-2.127, 1.363, -3.607], [-1.049, 0.169, -2.899], [-6.062, -0.589, 1.112], [-5.669, -1.723, 0.520], [-5.950, -1.633, -0.778], [-6.369, -2.729, 1.043], [-3.860, -1.950, 0.822], [-3.397, -0.607, 0.383], [-3.760, -2.097, 2.252], [-3.514, -3.117, -0.094], [-1.977, -3.555, -0.621], [-2.072, -3.934, -2.030], [-1.507, -1.429, -1.074], [-2.066, -5.229, 0.176], [-2.197, -5.047, 1.505], [-0.853, -5.784, -0.014], [-2.991, -6.068, -0.228], [0.495, 0.033, -0.205], [2.027, -0.087, -0.048], [2.812, 0.730, -1.288], [2.310, 0.596, -2.647], [2.776, 1.787, -3.510], [3.285, 2.921, -2.627], [4.492, 2.440, -1.823], [4.240, 1.021, -1.270], [2.519, -1.683, 0.043], [3.896, -2.079, 0.363], [4.441, -3.059, -0.670], [3.600, -4.343, -0.699], [2.121, -4.038, -0.408], [1.789, -2.619, -0.832], [2.706, 0.682, 1.282], [2.266, 2.069, 1.442], [3.305, 2.867, 2.221], [3.585, 2.210, 3.570], [3.961, 0.745, 3.369], [2.871, 0.032, 2.577], [1.226, 0.537, -2.590], [2.662, -0.343, -3.099], [1.964, 2.119, -4.160], [3.587, 1.471, -4.172], [2.493, 3.226, -1.940], [3.550, 3.794, -3.227], [4.697, 3.134, -1.005], [5.380, 2.428, -2.460], [4.609, 0.941, -0.250], [4.775, 0.277, -1.878], [3.927, -2.563, 1.349], [4.532, -1.193, 0.421], [5.482, -3.286, -0.433], [4.441, -2.575, -1.650], [3.986, -5.055, 0.034], [3.699, -4.817, -1.677], [1.909, -4.138, 0.661], [1.462, -4.738, -0.921], [0.724, -2.400, -0.768], [2.080, -2.478, -1.882], [1.298, 2.090, 1.967], [2.106, 2.501, 0.453], [2.948, 3.890, 2.357], [4.227, 2.914, 1.632], [2.679, 2.262, 4.183], [4.368, 2.745, 4.110], [4.111, 0.244, 4.328], [4.898, 0.675, 2.809], [1.926, 0.081, 3.144], [3.116, -1.018, 2.443]]}

| no. | DFT total energy (hartree) |
| --- | --- |
| 1 | -2211.0321 |
| 2 | -4928.2335 |